No. 1
C26H52Be2ClF2LiN3NaO13PS2 | wB97M-V/def2-TZVPD

```
104
Properties=species:S:1:pos:R:3:lowdin_spin:R:1
H -0.773 -5.856 -4.578 0.0000
H -0.260 -4.435 -2.754 0.0000
H -0.704 -0.081 4.452 0.0000
O 2.604 2.622 -2.407 0.0000
N 3.060 2.915 3.527 -0.0862
H -0.330 -3.008 2.468 -0.0014
H 1.026 -5.241 1.070 0.0000
H -0.867 -6.856 4.259 0.0026
Li -3.839 -0.242 3.048 0.0032
H -0.881 -6.922 -3.187 0.0000
H -0.794 2.456 0.023 0.0001
O -4.291 6.666 -2.568 0.0000
N 1.052 -5.601 -1.653 0.0000
H -1.739 -2.377 1.519 0.0000
S 2.244 1.113 0.583 0.0060
S 2.361 -0.003 -4.345 0.0000
C -2.179 1.951 3.130 0.0035
H -5.506 6.801 1.071 0.0000
H 3.197 3.390 0.877 -0.0001
C 0.851 3.351 -3.680 0.0000
C 3.331 2.880 -1.222 0.0000
C 0.233 2.025 2.392 0.0149
C 0.583 -6.180 0.725 -0.0001
O 1.102 2.487 -4.771 0.0000
H 2.961 -5.916 -2.438 0.0000
Na 3.495 -1.213 1.273 0.0004
H 1.682 3.401 -0.024 0.0002
H 3.025 3.903 -3.978 0.0000
H -0.086 -2.341 0.862 -0.0006
H 2.005 -8.043 -3.120 0.0000
C 0.481 -5.222 -2.939 0.0000
P 2.655 1.427 3.588 -0.0133
C -0.193 -6.314 -3.774 0.0000
H -2.502 1.949 0.272 -0.0002
H -5.287 8.554 1.036 0.0000
H 2.116 4.631 -2.453 0.0000
N -1.300 0.107 1.607 0.3182
H -3.825 5.789 -4.339 0.0000
H 1.352 -8.363 -1.508 0.0000
H 1.255 -4.743 -3.546 0.0000
C -0.683 -2.236 1.772 -0.0007
C 2.201 3.754 -3.110 0.0000
C -4.294 6.521 -1.242 0.0000
H 4.068 3.001 3.424 0.0000
C 0.145 1.597 -5.039 0.0000
H 0.156 -0.547 -5.402 0.0000
F -2.429 4.621 3.735 0.0009
C -3.774 5.549 -3.280 0.0000
H -0.234 -6.432 1.402 -0.0001
C 0.503 0.133 -4.623 0.0000
H -0.045 -0.076 -3.702 0.0000
H 0.233 2.384 3.425 0.0012
H -0.383 -1.786 4.332 -0.0011
H 1.329 -6.970 0.812 0.0000
H -1.652 1.796 4.085 -0.0001
O -0.078 -6.294 4.427 0.0535
O -1.927 -5.159 4.039 0.7053
H -3.090 1.326 3.177 0.0015
C 1.402 1.006 2.217 -0.0014
C 1.015 -0.537 2.438 0.0130
C -4.861 7.606 0.724 0.0000
H 0.535 -6.970 -4.247 0.0000
O -4.796 7.620 -0.709 0.0000
O -3.907 5.557 -0.637 0.0000
C -0.981 -0.983 3.895 0.0004
C -1.188 1.531 2.008 0.0256
O -1.002 -0.068 0.367 0.5769
H -4.376 4.660 -3.094 0.0000
O 3.976 0.384 3.532 -0.0023
Be -4.684 2.450 2.875 0.0017
H 0.294 1.668 -2.362 -0.0001
H -0.394 -7.008 -0.992 0.0000
C 2.159 -7.876 -2.056 0.0000
C 2.616 2.841 0.135 0.0002
H 2.795 -6.294 -0.763 0.0000
H -1.876 3.391 1.069 -0.0003
H -2.732 5.370 -3.011 0.0000
H 3.708 -0.338 4.126 -0.0003
H 1.500 -0.915 3.347 0.0007
H 0.232 3.291 -1.635 0.0000
H -1.054 2.708 -2.770 0.0000
O -0.026 -4.076 4.446 0.2199
Cl 3.739 3.036 -5.209 0.0000
C 0.055 -6.051 -0.695 0.0000
O 1.892 1.124 4.973 0.0021
C -0.510 -0.819 2.429 0.0264
H -3.866 7.509 1.154 0.0000
H -2.041 -1.237 4.012 0.0010
H 0.468 2.892 1.773 0.0011
H 3.085 -8.386 -1.788 0.0000
Be 3.747 1.613 -3.567 0.0000
O -0.881 1.819 -5.545 0.0000
H -0.759 -5.320 -0.673 0.0000
C -1.611 2.377 0.741 -0.0012
C -0.678 -5.088 4.304 0.0228
C 0.013 2.714 -2.533 -0.0001
C 2.278 -6.386 -1.724 0.0000
H 2.442 -0.748 -3.213 0.0000
H 0.304 4.259 -3.963 0.0000
H -2.416 3.037 3.097 0.0001
H 1.336 1.897 5.171 0.0024
H 1.439 -1.156 1.590 0.0016
O 4.466 3.143 -1.318 0.0000
F 1.783 4.111 5.351 -0.8977
```

Values from the calculation:
multiplicity: 2
charge: +2
calculated total energy: -4160.3034 Ha
Kohn-Sham gap (spin up / spin down): 0.138 / 0.106 hartree
expectation value of S²: 1.76
LUMO level (spin up / spin down): -7.775 / -8.660 eV

No. 2
C26H52Cl23NO3 | wB97M-V/def2-TZVPD

```
105
Properties=species:S:1:pos:R:3:mulliken_charge:R:1
H 1.400 2.338 -5.646 0.2512
Cl 2.660 5.169 -3.255 -0.2181
Cl 5.251 8.315 1.535 -0.1672
O 2.612 1.307 -2.989 -0.3026
Cl -7.306 -3.949 -4.266 -0.1567
Cl -3.826 11.756 6.102 -0.1956
C 2.276 3.024 -5.226 -0.9169
Cl 0.840 -7.014 -0.159 -0.1934
H 3.190 -6.801 -0.038 0.3171
H -1.029 -2.618 -0.787 -0.1197
H -3.841 -1.302 -5.156 0.3569
H 4.320 -10.932 -2.776 0.3490
H 0.784 3.792 1.071 0.1224
H -6.937 -5.884 -1.128 0.3522
Cl -1.427 13.180 8.076 -0.1938
Cl -2.238 -4.547 -5.946 -0.1563
H -4.150 -0.135 -1.073 0.3403
H 2.959 -9.888 -3.219 0.2865
C 0.465 2.951 1.694 -0.0744
H -1.742 12.488 5.266 0.3167
H 6.343 7.583 -0.405 0.3352
H 6.208 6.286 0.795 0.3189
H 1.413 6.756 4.339 0.1929
H 0.139 8.731 2.334 0.3435
C 1.754 3.597 -3.778 0.0784
C 1.847 2.483 -2.547 -0.0753
C -6.594 -5.283 -1.976 -0.3994
H 3.319 2.494 -5.203 0.2208
C 0.095 7.883 3.025 -0.2818
C -3.202 -2.170 -4.970 -0.4844
Cl 2.287 8.950 4.286 -0.2186
H -1.285 -4.847 -1.770 0.4037
H 2.112 7.174 2.765 -0.0063
Cl -2.514 1.475 -0.599 -0.1537
H -2.165 -1.823 -4.921 0.3066
H -4.408 -3.620 -6.056 0.2231
Cl 2.398 -4.150 0.866 -0.1433
H 2.275 -11.219 -1.280 0.3245
H -3.900 -1.645 0.839 0.2457
C 2.995 -10.410 -1.130 -0.0517
H 0.590 3.823 -3.918 0.3152
C -3.397 -3.200 -6.071 -0.4397
H -2.520 -0.824 -1.142 -0.3483
H -1.333 -2.410 -2.521 -0.4109
Cl -3.649 -2.805 -3.367 -0.0810
C 4.435 6.584 -0.432 -0.5917
H -6.228 -4.327 -1.589 0.2221
Cl 0.877 -1.842 -1.910 0.1609
C 2.393 -6.890 0.707 -0.5371
N 3.357 -0.170 -1.085 -0.5459
Cl -1.816 -0.976 1.678 -0.1926
Cl 0.099 -4.676 -3.654 -0.2540
C -0.621 -2.799 -1.786 0.2318
H 3.326 -5.766 2.289 0.4577
H -8.031 -6.035 -3.427 0.3094
Cl -1.064 8.282 4.317 -0.2171
H -1.220 -5.706 6.012 0.3198
H -0.260 11.425 7.048 0.2618
H 4.741 5.941 -1.262 0.3138
H -8.603 -4.670 -2.452 0.3019
H 1.556 -5.765 2.371 -0.3322
C 1.886 0.047 -2.767 0.5740
H 2.266 2.729 2.853 0.3332
C 5.664 7.098 0.301 -0.4566
H -3.236 -2.734 -7.048 0.3546
Cl -1.588 -3.771 2.874 -0.0577
C -0.877 -5.105 5.165 -0.4216
H -1.712 10.843 7.880 0.3229
H 4.305 -0.079 -1.545 0.2132
Cl 0.502 -5.973 4.443 -0.1926
H -1.866 10.723 5.338 -0.1254
O 2.530 -0.938 -1.841 -0.1197
Cl 4.735 -8.652 -2.318 -0.1826
O 0.736 -0.318 -3.343 -0.4715
H -3.952 0.011 1.465 0.4274
H 2.455 -9.541 -0.743 -0.0783
Cl 1.099 4.483 3.881 -0.2203
C 1.204 2.925 3.022 -0.5768
H 2.393 3.956 -5.949 0.3559
C -0.370 -4.286 -1.981 0.2451
C -3.184 -0.175 -0.562 0.2310
C -2.015 -4.911 4.175 -0.5768
H 3.486 -0.657 -0.171 0.2539
C -1.322 11.622 7.217 -0.3871
C -7.732 -5.088 -2.965 -0.4621
H 2.532 -7.833 1.243 0.4248
H -2.885 -4.492 4.688 0.3259
H 2.422 3.039 -1.662 0.1237
C 3.699 -10.095 -2.440 -0.4549
H 3.837 7.405 -0.841 0.3102
C 2.411 -5.730 1.689 0.0246
Cl -1.300 3.060 1.907 -0.2002
H -2.314 -5.857 3.713 0.2989
Cl 4.130 -10.960 0.129 -0.1911
H -0.510 -4.149 5.551 0.3125
Cl -5.216 -6.151 -2.697 -0.1670
H 0.780 2.222 -2.097 0.1657
H -0.316 7.025 2.485 0.2171
C -3.371 -0.688 0.856 -0.5259
Cl 3.385 5.603 0.619 -0.1047
C -2.061 11.648 5.889 0.0176
H 0.415 -4.653 -1.313 -0.2615
H 0.660 2.026 1.143 0.1736
H 0.814 2.146 3.685 0.3904
C 1.470 7.536 3.574 0.0179
```

Values from the calculation:
multiplicity: 1
calculated total energy: -11886.4654 Ha
Kohn-Sham gap: 0.301 hartree
LUMO level: 0.187 eV

No. 3
C26H52O16Zr2 | wB97M-V/def2-TZVPD

```
96
Properties=species:S:1:pos:R:3:mulliken_charge:R:1
H -2.455 -0.905 -1.735 0.0499
H -0.743 -4.495 -5.888 0.3738
O 4.307 -2.393 5.102 -0.4988
H -6.465 -2.296 -3.523 0.2771
O -4.400 -0.910 -1.940 -0.3914
O 1.385 -4.935 -4.163 -0.2641
H 2.754 0.026 4.725 -0.0886
O -5.218 -0.031 -3.793 -0.5645
O -1.474 -1.855 3.988 -0.5887
O 4.140 -1.993 1.612 -0.7058
C 3.383 -6.071 -4.003 -1.1027
O 4.601 -0.363 -0.879 -0.6382
H -1.453 -4.792 -4.282 0.3417
H -3.329 2.058 -1.929 0.4757
C 4.866 0.183 0.395 -0.2223
H -6.657 -2.183 -1.695 0.2800
H -0.288 5.914 -1.365 0.1189
C 4.100 -0.532 1.636 -0.0336
C -0.061 -1.348 0.464 -0.1026
H 0.470 2.983 -5.053 0.3645
H -3.519 -2.659 5.717 0.3500
C 1.440 3.506 4.448 -0.8847
O 0.401 -2.039 1.580 -0.4378
C 2.602 -4.882 -3.525 0.7469
H -3.306 1.598 2.144 0.2684
H 4.689 1.259 0.386 0.3066
H 2.227 2.452 -3.718 0.3492
H 0.710 1.677 -0.167 0.0072
C 0.721 3.608 0.939 -0.0055
O 3.006 -4.055 -2.748 -0.6811
H -0.448 6.990 -2.826 0.3525
O 0.870 4.679 0.415 -0.6009
H 2.026 2.595 4.327 0.0686
H 2.047 4.027 5.189 0.4149
H 4.158 -0.765 6.310 0.2969
C -3.773 -2.157 4.784 -1.1306
Zr 3.653 -2.415 -1.063 1.8543
O 0.410 3.948 -3.273 -0.2664
C -2.658 1.928 2.956 -1.1659
C -6.523 -1.659 -2.641 -1.0040
H -3.638 1.211 -0.550 0.4373
H 2.714 -6.800 -4.461 0.3394
H 0.968 6.056 -2.667 0.2899
H -0.152 -0.652 -1.579 0.2017
C -2.577 -1.341 4.247 0.8050
H -1.132 -1.209 0.608 0.4606
H 4.552 -0.127 2.541 0.4115
C 0.243 -1.538 -1.081 -0.4437
H 5.892 -0.045 0.686 0.3326
H -1.256 1.108 4.455 0.2427
H -4.773 -1.731 4.869 0.3362
H -7.422 -1.051 -2.745 0.3365
C -3.140 -0.193 -2.194 -0.0495
C 0.043 2.469 0.174 0.5655
H -1.150 0.328 2.915 -0.1878
H 2.455 4.456 2.891 0.3375
C -0.096 6.037 -2.431 -0.8077
H -0.468 2.928 -0.673 0.1111
H -1.951 2.630 2.515 0.2627
H 0.799 4.987 3.162 0.3263
C -0.813 -4.129 -4.864 -1.2894
O -2.859 -0.070 4.166 -0.2332
H -3.713 -3.050 4.161 0.3407
H 1.607 -0.344 5.951 0.3913
H 0.389 -0.362 0.578 -0.3341
C -3.035 1.123 -1.454 -0.6931
C 3.474 -1.512 5.909 -0.6497
H 0.799 -3.148 -3.499 -0.4667
O 1.592 -1.686 -1.560 -0.4073
H 1.473 1.126 -4.593 0.3882
H 1.291 1.282 -2.765 0.0418
Zr 0.302 -3.124 3.525 1.6813
H -2.072 1.231 -0.954 -0.2055
O -1.660 4.622 -3.619 -0.5815
H -0.652 1.966 0.846 -0.2724
C 1.452 4.114 3.147 -0.2857
C -0.551 4.814 -3.226 0.7305
C -5.335 -0.756 -2.828 0.7334
H 3.079 -0.194 1.811 -0.1134
H -2.818 -0.223 -3.235 0.3230
C 0.586 -3.794 -4.350 0.7679
H -1.377 -3.201 -4.957 0.3789
O 1.004 3.230 2.154 -0.0555
H 3.086 -2.106 6.736 0.3280
H 3.885 -6.466 -3.119 0.3367
O 1.484 -1.494 4.256 -0.4063
H -0.338 -2.332 -1.552 0.5040
C 0.255 2.741 -4.012 -0.3309
C 2.266 -0.813 5.221 0.1115
C -1.854 0.807 3.595 0.4662
H 0.448 3.248 4.818 0.2003
H -0.740 2.298 -3.959 0.3056
C 1.366 1.783 -3.730 -0.9295
H -3.321 2.344 3.715 0.4218
H 1.064 -3.176 -5.110 0.2594
H 4.127 -5.973 -4.794 0.3171
```

Values from the calculation:
multiplicity: 1
charge: +2
calculated total energy: -2318.8710 Ha
Kohn-Sham gap: 0.136 hartree
LUMO level: -8.210 eV

No. 4
C26H52O42S9 | wB97M-V/def2-TZVPD

```
129
Properties=species:S:1:pos:R:3:mulliken_charge:R:1
H 2.772 -3.349 -1.889 0.2625
C -8.497 2.463 -4.685 -0.4254
H 6.726 1.999 6.267 0.3841
O 4.035 -2.023 -5.807 -0.5013
H -0.144 -0.518 10.118 0.2752
H -7.903 1.303 -6.401 0.3088
H -7.989 1.893 -3.908 0.3252
O -3.001 1.114 -10.655 -0.5301
C -1.477 -7.505 2.622 -0.2272
O 7.297 4.957 -4.262 -0.5099
O -8.473 -4.145 -1.912 -0.5045
O -0.006 2.215 0.355 -0.3380
H -2.538 -7.389 2.844 0.3394
H 1.885 -4.798 -4.405 0.3032
H 3.392 -4.919 -2.485 0.2703
H 0.067 -6.284 1.946 0.2588
H -2.840 0.521 0.612 0.2519
C -1.362 0.729 8.774 -0.2145
H -1.322 2.119 -1.181 0.2648
H 9.853 0.824 -1.469 0.2766
C -1.009 -6.359 1.786 -1.0129
H 3.817 7.272 -3.298 0.3106
C 0.445 1.107 -11.094 -0.2751
C 2.983 -3.951 -2.773 -0.2291
O -1.180 -8.790 2.105 -0.3099
O -9.716 -6.326 -0.954 -0.3214
S 9.336 -1.013 0.501 1.0707
H -1.347 -10.189 -1.465 0.2972
H 6.499 0.147 7.978 0.3091
H -9.354 -8.432 -1.146 0.3100
C 6.318 -0.024 12.624 -0.6627
O 5.550 -0.717 10.074 -0.5955
H 0.564 0.486 -11.982 0.2716
O 7.928 7.421 -3.892 -0.4993
O -11.977 3.287 -5.448 -0.4985
H -1.437 -5.393 2.054 0.3435
H 7.228 0.137 13.203 0.2535
H 11.542 -1.689 -1.287 0.2964
O -2.867 -9.080 0.614 -0.5929
O -0.933 -10.211 0.575 -0.3216
C 10.725 0.253 -1.150 -0.2611
H -1.749 7.829 2.012 0.3158
C -9.801 -7.487 -2.991 -0.4001
O -3.535 7.578 -1.725 -0.5341
C -1.750 -9.293 1.084 0.7507
O -3.658 9.518 -0.048 -0.3028
S -10.546 3.600 -5.568 1.0931
C -10.011 -7.615 -1.447 -0.1888
O 3.053 -0.755 -3.921 -0.4929
H 10.531 -1.283 -2.635 0.3208
H -1.390 7.692 0.288 0.2733
C 5.960 0.418 10.311 0.7932
H 4.524 6.399 -1.246 0.2588
H -2.785 9.958 1.777 0.2856
O 6.348 0.832 11.508 -0.3203
H 6.366 -1.093 12.419 0.3269
H -1.258 -1.420 9.200 0.3196
S -2.226 1.471 11.158 1.0940
C -1.017 1.447 -0.380 -0.1907
O -9.802 2.437 -6.546 -0.3671
H -9.389 0.676 -5.559 0.2666
H -7.842 3.275 -5.002 0.3143
H 5.530 0.366 13.269 0.2631
H -11.082 -7.752 -1.297 0.2369
H 6.299 3.196 7.411 0.3119
C -2.524 9.529 0.810 -0.2340
H -9.347 -8.375 -3.430 0.3227
O 5.496 6.811 -4.248 -0.3163
H -0.179 -11.412 -0.901 0.2495
O -1.466 1.079 1.908 -0.3324
H 0.725 3.136 -11.636 0.2940
O 10.556 0.078 0.281 -0.3255
H -1.423 -6.564 0.799 0.3225
H -1.686 10.093 0.399 0.2722
O 8.025 -0.384 0.308 -0.5256
C 4.990 5.882 -2.084 -0.2190
H -0.969 -7.430 3.583 0.2678
O 3.912 -3.168 -3.499 -0.3384
O -9.734 2.974 -4.303 -0.3084
S -1.747 1.431 -9.884 1.0648
O -3.592 1.882 11.547 -0.4852
O -8.993 -6.372 -3.227 -0.3382
O 6.448 6.045 -2.172 -0.3546
C -2.124 8.046 1.012 -0.3424
O -0.539 0.420 -10.426 -0.2929
H -0.676 0.543 -0.885 0.2830
H -0.359 0.994 8.439 0.2280
O -3.338 7.306 0.846 -0.3125
H 4.943 0.959 7.939 0.3072
C -0.124 2.465 -11.507 -0.3265
O 9.511 -1.836 1.704 -0.5226
S 6.979 6.314 -3.749 1.0801
O 0.018 2.963 2.911 -0.5014
O 9.658 -1.791 -0.869 -0.2548
O -10.140 4.959 -5.897 -0.5045
C 10.622 -1.169 -1.554 -0.3461
S 0.056 1.793 2.015 1.0784
H 0.950 -3.863 -3.118 0.2656
O 1.019 0.729 2.265 -0.4928
H 4.963 4.813 -1.872 0.2503
C 1.818 -3.912 -3.775 -0.3147
C -1.151 -0.460 9.705 -0.2806
C 6.755 2.209 7.336 -1.1692
O 6.201 1.428 9.491 -0.2643
O -1.064 1.749 12.007 -0.5024
S -4.168 7.982 -0.431 1.0873
H -2.061 0.678 7.939 0.2805
O -0.958 2.816 -10.475 -0.3160
C -2.154 1.363 0.710 -0.2744
O -1.937 1.439 -8.450 -0.5050
H 11.705 0.721 -1.243 0.2711
H -2.789 2.203 0.992 0.2512
S 3.328 -2.024 -4.560 1.0831
O -1.859 1.803 9.590 -0.3308
H 7.821 2.288 7.551 0.2923
C -8.825 1.553 -5.877 -0.2038
H -10.759 -7.204 -3.427 0.3059
C -1.095 -10.874 -0.655 -0.6509
O 1.874 -2.830 -4.642 -0.3084
H 3.833 5.649 -3.792 0.2704
C 4.499 6.433 -3.432 -0.2709
C 6.005 1.106 8.136 -0.2290
H -0.808 2.495 -12.355 0.3094
O -10.853 -4.698 -2.535 -0.5103
H 1.370 1.287 -10.547 0.3057
S -9.499 -5.148 -2.162 1.0876
O -5.605 7.771 -0.279 -0.5089
O -2.027 -0.197 10.806 -0.3837
H -1.869 -11.639 -0.706 0.2863
```

Values from the calculation:
multiplicity: 1
ΔE to the lowest compared entry with this formula, charge and spin: 212.8 kcal per mole
calculated total energy: -7765.1374 Ha
Kohn-Sham gap: 0.390 hartree
LUMO level: -0.166 eV